Entry 1:
Molecular formula: C18H37NO8P2
Method: DFT, ωB97M-V/def2-TZVPD

Structure (ORCA input):
```
! RIJCOSX wB97M-V def2-TZVPD def2/J DEFGRID3
* xyz 0 1
N -3.50 9.58 -0.17
P -3.82 8.57 -1.42
C -2.61 7.09 -1.29
C -1.44 7.18 -0.33
C -0.35 5.92 -0.18
O 0.91 6.18 0.20
C -0.94 4.42 -0.51
C -2.11 4.34 -1.47
P -2.84 2.57 -1.81
O -4.21 2.67 -2.64
O -3.22 1.92 -0.20
O -1.71 1.50 -2.59
C -2.77 5.68 -2.18
O -3.42 5.71 -3.34
H -3.22 10.48 -0.66
H -5.20 8.15 -1.35
H -3.57 9.23 -2.69
H -1.25 8.16 0.32
H -0.56 3.42 -0.05
H -3.27 2.73 0.42
H -0.84 1.44 -2.08
C -1.22 -3.56 -1.39
C -0.44 -3.12 -0.16
O -0.53 -1.72 0.10
C -1.84 -1.21 0.35
C -2.52 -1.84 1.56
H -0.90 -2.99 -2.27
H -1.06 -4.62 -1.58
H -2.29 -3.40 -1.27
H 0.62 -3.34 -0.33
H -0.74 -3.70 0.72
H -2.46 -1.30 -0.55
H -1.72 -0.14 0.54
H -2.69 -2.91 1.41
H -3.49 -1.37 1.74
H -1.90 -1.73 2.45
C 3.99 -6.55 -4.15
C 2.79 -5.64 -3.97
O 2.23 -5.68 -2.66
C 3.09 -5.30 -1.59
C 3.60 -3.87 -1.71
H 3.73 -7.59 -3.90
H 4.34 -6.53 -5.19
H 4.82 -6.26 -3.52
H 2.00 -5.96 -4.66
H 3.04 -4.61 -4.25
H 3.92 -6.01 -1.50
H 2.50 -5.39 -0.67
H 4.22 -3.73 -2.59
H 4.20 -3.61 -0.83
H 2.76 -3.17 -1.78
C 1.29 -1.13 2.89
C 0.70 0.21 3.33
O 0.27 0.21 4.69
C 1.26 -0.04 5.68
C 2.39 0.97 5.67
H 0.57 -1.93 3.05
H 1.55 -1.09 1.83
H 2.20 -1.37 3.45
H -0.18 0.42 2.72
H 1.41 1.02 3.15
H 1.64 -1.06 5.58
H 0.75 0.01 6.65
H 2.96 0.94 4.74
H 3.09 0.76 6.49
H 2.01 1.98 5.79
*
```

Calculated values
HOMO-LUMO gap: 6.34 eV
lowest unoccupied orbital energy: -2.82 eV
SMILES: N=[PH2]C1=CC(=O)C=C(P(=O)(O)O)C1=O.CCOCC.CCOCC.CCOCC
F_max: 8.62 eV Å⁻¹

=====

Entry 2:
Molecular formula: C18H37O2P3Ti
Method: DFT, ωB97M-V/def2-TZVPD

Structure (ORCA input):
```
! RIJCOSX wB97M-V def2-TZVPD def2/J DEFGRID3
* xyz 3 2
Ti 1.12 -0.96 -0.72
P -2.33 0.72 2.27
P -0.70 -2.69 -0.97
P 2.39 0.60 0.82
H 1.32 -2.21 -3.13
C 1.86 -1.40 -2.60
C 2.81 -1.75 -1.57
H 2.84 -2.80 -1.25
C -3.43 1.89 3.07
C -2.95 -0.97 2.23
C -0.75 0.50 3.13
C -0.78 -3.65 -2.52
C -1.04 -3.98 0.28
C -2.26 -1.75 -1.08
C 3.68 1.23 -0.28
C 3.29 0.11 2.32
C 1.57 2.15 1.36
H 2.03 -0.52 -3.23
H 3.79 -1.27 -1.54
H -3.79 1.51 4.03
H -4.28 2.07 2.39
H -2.88 2.83 3.23
H -3.49 -1.23 3.14
H -2.12 -1.68 2.15
H -3.63 -1.12 1.38
H -0.23 1.46 3.22
H -0.12 -0.21 2.58
H -0.90 0.10 4.15
H -1.61 -4.35 -2.42
H 0.16 -4.21 -2.67
H -0.96 -2.98 -3.37
H -2.08 -3.92 0.61
H -0.39 -3.86 1.14
H -0.85 -4.96 -0.16
H -3.11 -2.33 -0.69
H -2.46 -1.53 -2.14
H -2.18 -0.79 -0.56
H 4.45 1.67 0.36
H 3.26 2.00 -0.94
H 4.12 0.44 -0.89
H 4.27 0.60 2.32
H 3.43 -0.98 2.35
H 2.74 0.42 3.21
H 2.15 3.01 1.02
H 1.51 2.18 2.46
H 0.56 2.22 0.95
C -0.39 1.63 -1.58
C -1.58 2.41 -1.67
C -1.55 3.60 -2.39
C -0.37 4.01 -3.01
C 0.80 3.25 -2.91
C 0.79 2.01 -2.27
O -0.40 0.63 -0.71
H -2.08 1.22 0.95
H -2.48 2.00 -1.22
H -2.46 4.18 -2.50
H -0.37 4.94 -3.56
H 1.72 3.62 -3.37
H 1.67 1.36 -2.29
O 1.35 -2.47 2.06
C 1.32 -1.95 1.00
*
```

Calculated values
HOMO-LUMO gap (alpha / beta): 7.19 / 5.60 eV
lowest unoccupied orbital energy (alpha / beta): -10.21 / -11.82 eV
F_max: 7.42 eV Å⁻¹
energy above the lowest of the compared OMol25 structures with the same formula, charge and spin: 0.0 kcal per mole

=====

Entry 3:
Molecular formula: C18H37OP3STi
Method: DFT, ωB97M-V/def2-TZVPD

Structure (ORCA input):
```
! RIJCOSX wB97M-V def2-TZVPD def2/J DEFGRID3
* xyz 3 2
Ti 0.71 -0.56 0.90
P -0.43 -2.96 0.96
P 1.63 -1.36 -1.28
P -1.04 -0.11 2.64
H -0.23 5.67 -3.34
C -0.27 6.11 -2.35
C 0.85 6.30 -1.65
H 1.80 5.91 -2.01
C -1.95 -3.10 -0.06
C 0.61 -4.35 0.38
C -0.92 -3.63 2.59
C 2.47 0.02 -2.11
C 2.88 -2.68 -1.46
C 0.37 -1.82 -2.52
C -1.28 1.66 2.95
C -0.68 -0.68 4.35
C -2.76 -0.61 2.30
H -1.25 6.46 -2.01
H 0.88 6.95 -0.77
H -2.36 -4.11 0.06
H -1.71 -2.93 -1.11
H -2.69 -2.36 0.27
H 0.09 -5.28 0.64
H 1.57 -4.33 0.91
H 0.76 -4.33 -0.70
H -1.05 -4.72 2.48
H -1.86 -3.20 2.95
H -0.12 -3.46 3.31
H 2.96 -0.33 -3.03
H 3.21 0.45 -1.44
H 1.77 0.82 -2.37
H 2.60 -3.39 -2.25
H 3.02 -3.23 -0.53
H 3.84 -2.23 -1.73
H 0.82 -1.84 -3.52
H -0.44 -1.08 -2.51
H -0.07 -2.80 -2.31
H -2.15 1.82 3.61
H -1.46 2.20 2.01
H -0.39 2.09 3.43
H -1.44 -0.30 5.05
H 0.29 -0.28 4.65
H -0.65 -1.77 4.43
H -3.45 -0.03 2.91
H -2.93 -1.67 2.50
H -2.99 -0.44 1.24
C 0.38 2.43 -0.53
C -1.01 2.39 -0.81
C -1.47 2.77 -2.07
C -0.56 3.12 -3.07
C 0.81 3.16 -2.79
C 1.27 2.94 -1.51
S 1.08 1.90 0.94
H -0.56 -0.19 -0.07
H -1.69 2.07 -0.03
H -2.54 2.81 -2.24
H -0.88 3.50 -4.05
H 1.52 3.46 -3.56
H 2.29 3.22 -1.21
O 2.76 -2.37 2.59
C 2.02 -1.71 1.97
*
```

Calculated values
HOMO-LUMO gap (alpha / beta): 5.55 / 4.11 eV
lowest unoccupied orbital energy (alpha / beta): -11.86 / -12.65 eV
F_max: 9.36 eV Å⁻¹

=====

Please write out number 3 again, unchanged.
Molecular formula: C18H37OP3STi
Method: DFT, ωB97M-V/def2-TZVPD

Structure (ORCA input):
```
! RIJCOSX wB97M-V def2-TZVPD def2/J DEFGRID3
* xyz 3 2
Ti 0.71 -0.56 0.90
P -0.43 -2.96 0.96
P 1.63 -1.36 -1.28
P -1.04 -0.11 2.64
H -0.23 5.67 -3.34
C -0.27 6.11 -2.35
C 0.85 6.30 -1.65
H 1.80 5.91 -2.01
C -1.95 -3.10 -0.06
C 0.61 -4.35 0.38
C -0.92 -3.63 2.59
C 2.47 0.02 -2.11
C 2.88 -2.68 -1.46
C 0.37 -1.82 -2.52
C -1.28 1.66 2.95
C -0.68 -0.68 4.35
C -2.76 -0.61 2.30
H -1.25 6.46 -2.01
H 0.88 6.95 -0.77
H -2.36 -4.11 0.06
H -1.71 -2.93 -1.11
H -2.69 -2.36 0.27
H 0.09 -5.28 0.64
H 1.57 -4.33 0.91
H 0.76 -4.33 -0.70
H -1.05 -4.72 2.48
H -1.86 -3.20 2.95
H -0.12 -3.46 3.31
H 2.96 -0.33 -3.03
H 3.21 0.45 -1.44
H 1.77 0.82 -2.37
H 2.60 -3.39 -2.25
H 3.02 -3.23 -0.53
H 3.84 -2.23 -1.73
H 0.82 -1.84 -3.52
H -0.44 -1.08 -2.51
H -0.07 -2.80 -2.31
H -2.15 1.82 3.61
H -1.46 2.20 2.01
H -0.39 2.09 3.43
H -1.44 -0.30 5.05
H 0.29 -0.28 4.65
H -0.65 -1.77 4.43
H -3.45 -0.03 2.91
H -2.93 -1.67 2.50
H -2.99 -0.44 1.24
C 0.38 2.43 -0.53
C -1.01 2.39 -0.81
C -1.47 2.77 -2.07
C -0.56 3.12 -3.07
C 0.81 3.16 -2.79
C 1.27 2.94 -1.51
S 1.08 1.90 0.94
H -0.56 -0.19 -0.07
H -1.69 2.07 -0.03
H -2.54 2.81 -2.24
H -0.88 3.50 -4.05
H 1.52 3.46 -3.56
H 2.29 3.22 -1.21
O 2.76 -2.37 2.59
C 2.02 -1.71 1.97
*
```

Calculated values
HOMO-LUMO gap (alpha / beta): 5.55 / 4.11 eV
lowest unoccupied orbital energy (alpha / beta): -11.86 / -12.65 eV
F_max: 9.36 eV Å⁻¹